# C8H15MnO5

C8H15MnO5 as an isolated structure (ωB97M-V with the def2-TZVPD basis set, the OMol25 dataset).

As for the expectation value of S²: 12.0096. The HOMO energy (spin up / spin down) is -15.098 / -16.086 eV. For the frontier orbital gap (spin up / spin down), the calculation gives 5.335 / 6.320 eV. Its LUMO energy (spin up / spin down) is -0.3588 / -0.3589 Ha.

```
! RIJCOSX wB97M-V def2-TZVPD def2/J DEFGRID3
* xyz 2 7
C 2.49 2.16 -0.90
O 2.79 1.00 -0.59
C 2.69 0.51 0.80
C 2.34 -0.95 0.76
O 1.00 -1.16 0.31
C 0.84 -1.79 -0.97
C -0.28 -1.13 -1.73
O -0.77 -1.52 -2.73
H 2.06 2.85 -0.16
H 2.58 2.41 -1.96
H 1.94 1.12 1.32
H 3.69 0.65 1.23
H 3.04 -1.52 0.13
H 2.42 -1.34 1.78
H 0.63 -2.86 -0.83
H 1.76 -1.67 -1.57
O -1.99 -1.87 0.39
C -3.04 -1.01 0.07
C -3.04 0.22 0.97
O -1.69 0.74 1.09
C -1.30 1.65 0.07
Mn -0.66 -0.96 1.33
H -4.03 -1.50 0.18
H -2.96 -0.69 -0.98
H -3.35 -0.04 1.99
H -3.69 1.02 0.59
H -2.13 2.36 -0.09
H -0.45 2.30 0.32
H -0.91 1.01 -0.81
*
```

Löwdin atomic charge list, values in e, 8 entries:
1 C 0.246
2 O 0.071
3 C -0.029
4 C -0.110
5 O -0.276
6 C -0.111
7 C -0.125
8 O 0.191


# C4H6ClNO2

One molecule with the formula C4H6ClNO2 (ωB97M-V with the def2-TZVPD basis set, the OMol25 dataset).

The HOMO energy is -8.682 eV. For the frontier orbital gap, the calculation gives 8.374 eV. The relative energy (zero: lowest compared OMol25 entry of this formula, charge and spin) comes out at 365.5 kJ/mol. Its LUMO energy is -0.0113 Ha.

```
! RIJCOSX wB97M-V def2-TZVPD def2/J DEFGRID3
* xyz 0 1
C -0.42 -0.11 1.93
C -0.88 -0.51 0.48
C 0.35 -0.71 -0.39
Cl 1.16 -2.16 -0.07
N 0.89 0.03 -1.31
O 1.93 -0.32 -1.87
C 0.31 1.39 -1.89
O -0.78 1.77 -1.66
H -0.62 -0.90 2.63
H 0.66 0.19 1.98
H -0.98 0.75 2.19
H -1.34 0.32 -0.01
H -1.45 -1.43 0.44
H 1.16 1.68 -2.47
*
```

Löwdin atomic charge list, values in e, 8 entries:
1 C -0.081
2 C -0.218
3 C -0.654
4 Cl 0.790
5 N -0.277
6 O -0.126
7 C -0.082
8 O 0.135


# C3H9NO

A 2-piece molecular cluster, C3H9NO overall (ωB97M-V with the def2-TZVPD basis set, the OMol25 dataset).

As for the expectation value of S²: 0.7584. The HOMO energy (spin up / spin down) is -13.430 / -13.430 eV. For the frontier orbital gap (spin up / spin down), the calculation gives 9.749 / 4.441 eV. The relative energy (zero: lowest compared OMol25 entry of this formula, charge and spin) comes out at 197.4 kJ/mol. Its LUMO energy (spin up / spin down) is -0.1353 / -0.3303 Ha.

```
! RIJCOSX wB97M-V def2-TZVPD def2/J DEFGRID3
* xyz 1 2
N -2.23 -0.78 1.80
C -0.98 -0.04 1.88
C 1.07 -1.00 0.83
C 0.18 -1.00 1.80
H -2.29 -1.51 2.52
H -2.45 -1.02 0.83
H -1.12 0.65 2.74
H -0.88 0.58 1.00
H 1.90 -1.69 0.77
H 0.98 -0.44 -0.10
H 0.37 -1.71 2.59
H 2.29 2.66 -5.63
H 1.56 2.61 -4.19
O 1.73 2.18 -5.05
*
```

Löwdin atomic charge list, values in e, 8 entries:
1 N 0.305
2 C -0.190
3 C 0.105
4 C -0.119
5 H 0.160
6 H 0.159
7 H 0.151
8 H 0.126


# C46H43BrClN2OP2RuS2

C46H43BrClN2OP2RuS2 as an isolated structure (ωB97M-V with the def2-TZVPD basis set, the OMol25 dataset).

The HOMO energy (spin up / spin down) is -9.684 / -9.681 eV. For the frontier orbital gap (spin up / spin down), the calculation gives 4.634 / 4.625 eV. Its LUMO energy (spin up / spin down) is -0.1856 / -0.1858 Ha.

```
! RIJCOSX wB97M-V def2-TZVPD def2/J DEFGRID3
* xyz 1 1
Ru -1.14 -0.26 1.19
C 1.14 1.95 -0.49
N 2.35 1.52 0.19
C 2.34 0.29 0.95
P 1.10 -0.99 0.43
C 1.97 -2.41 1.18
C 2.08 -2.46 2.56
C 2.84 -3.46 3.15
C 3.49 -4.41 2.37
C 3.37 -4.35 0.98
C 2.61 -3.35 0.39
C 1.38 -1.18 -1.36
C 2.63 -0.86 -1.91
C 2.85 -1.01 -3.27
C 1.83 -1.49 -4.09
C 0.60 -1.81 -3.55
C 0.37 -1.66 -2.19
C 3.30 2.50 0.56
C 3.55 3.60 -0.26
C 4.47 4.57 0.11
C 5.17 4.46 1.30
C 4.95 3.35 2.11
C 4.03 2.38 1.75
P -0.35 1.80 0.61
C 0.26 2.69 2.07
C 0.73 4.00 1.95
C 1.31 4.64 3.03
C 1.41 3.99 4.25
C 0.94 2.69 4.39
C 0.36 2.05 3.30
C -1.46 3.00 -0.19
C -2.24 3.88 0.56
C -3.14 4.73 -0.07
C -3.26 4.70 -1.46
C -2.48 3.84 -2.21
C -1.59 2.98 -1.58
H 0.97 1.42 -1.42
H 1.21 3.01 -0.72
H 2.13 0.44 2.02
H 3.32 -0.19 0.89
H 1.57 -1.75 3.19
H 2.93 -3.50 4.23
H 4.08 -5.19 2.83
H 3.87 -5.08 0.36
H 2.53 -3.32 -0.69
H 3.43 -0.49 -1.28
H 3.81 -0.76 -3.69
H 2.01 -1.60 -5.15
H -0.19 -2.19 -4.18
H -0.58 -1.93 -1.76
H 3.05 3.68 -1.22
H 4.64 5.41 -0.55
H 5.88 5.22 1.59
H 5.49 3.25 3.04
H 3.87 1.54 2.42
H 0.65 4.53 1.00
H 1.68 5.65 2.92
H 1.86 4.49 5.09
H 1.01 2.19 5.34
H -0.01 1.03 3.42
H -2.14 3.91 1.64
H -3.74 5.41 0.51
H -3.96 5.36 -1.95
H -2.57 3.82 -3.29
H -1.00 2.30 -2.17
S -2.97 0.80 2.33
C -2.87 0.59 0.71
Br 1.63 -7.49 -2.49
C 0.89 -6.56 -1.02
C 0.93 -7.10 0.26
C 0.39 -6.36 1.29
C -0.16 -5.12 1.01
N -0.20 -4.60 -0.22
C 0.31 -5.32 -1.21
H 1.37 -8.08 0.43
H 0.40 -6.73 2.31
H -0.56 -4.49 1.80
H 0.27 -4.88 -2.21
C -6.43 1.02 -3.75
C -5.50 0.88 -2.58
C -4.24 0.32 -2.73
C -3.36 0.24 -1.67
C -3.76 0.70 -0.40
C -5.03 1.26 -0.24
C -5.89 1.35 -1.32
S -2.97 -2.98 0.42
C -3.49 -3.98 -0.96
O -2.02 -1.98 -0.20
H -6.18 0.31 -4.54
H -6.36 2.02 -4.17
H -7.47 0.86 -3.45
H -3.93 -0.04 -3.71
H -2.37 -0.17 -1.79
H -5.33 1.62 0.74
H -6.87 1.79 -1.19
H -3.98 -3.36 -1.70
H -4.18 -4.74 -0.58
H -2.60 -4.46 -1.39
Cl -1.02 -1.82 3.01
*
```

Löwdin atomic charge list, values in e, 8 entries:
1 Ru 0.476
2 C -0.284
3 N -0.160
4 C -0.320
5 P 1.011
6 C -0.367
7 C -0.149
8 C -0.063


# C5H15N2O

A 2-piece molecular cluster, C5H15N2O overall (ωB97M-V with the def2-TZVPD basis set, the OMol25 dataset).

The HOMO energy is -12.889 eV. For the frontier orbital gap, the calculation gives 5.328 eV. The relative energy (zero: lowest compared OMol25 entry of this formula, charge and spin) comes out at 685.0 kJ/mol. Its LUMO energy is -0.2779 Ha.

```
! RIJCOSX wB97M-V def2-TZVPD def2/J DEFGRID3
* xyz 1 1
C 1.06 -1.12 -0.02
N -0.04 -0.76 -0.93
C -1.10 0.29 -0.70
C -2.34 -0.44 0.02
C -3.34 0.53 0.89
O -4.11 1.17 -0.12
C 1.70 0.17 -0.21
N 5.04 0.09 0.45
H 0.63 -1.34 0.98
H 1.40 -2.14 -0.45
H 0.46 -0.31 -1.67
H -0.76 1.13 -0.12
H -1.42 0.56 -1.69
H -2.98 -0.85 -0.79
H -2.11 -1.29 0.64
H -2.80 1.24 1.55
H -3.94 -0.13 1.48
H -4.60 1.96 0.18
H 1.99 0.21 -1.24
H 2.19 0.58 0.60
H 5.20 0.82 1.04
H 5.80 -0.41 0.12
H 4.07 0.03 -0.02
*
```

Löwdin atomic charge list, values in e, 8 entries:
1 C -0.187
2 N 0.052
3 C -0.131
4 C -0.103
5 C -0.226
6 O -0.085
7 C 0.238
8 N 0.058


# C10H11N4O5Pb

C10H11N4O5Pb as an isolated structure (ωB97M-V with the def2-TZVPD basis set, the OMol25 dataset).

The HOMO energy is -11.958 eV. For the frontier orbital gap, the calculation gives 9.205 eV. The relative energy (zero: lowest compared OMol25 entry of this formula, charge and spin) comes out at 0.0 kJ/mol. Its LUMO energy is -0.1012 Ha.

```
! RIJCOSX wB97M-V def2-TZVPD def2/J DEFGRID3
* xyz 1 1
Pb 1.35 0.55 0.43
O 3.12 -3.55 1.95
C 2.48 -2.40 1.77
O 2.55 -1.76 0.74
C 1.71 -2.00 3.00
O 0.96 -0.82 2.81
C -0.46 -1.05 2.73
C -0.90 -1.44 1.32
O -1.72 -2.31 1.16
O -0.33 -0.78 0.34
H 3.62 -3.76 1.15
H 2.43 -1.85 3.81
H 1.07 -2.85 3.29
H -0.93 -0.10 3.00
H -0.77 -1.80 3.44
N -0.80 0.87 -3.55
C 0.15 0.03 -4.09
C 1.06 -0.19 -3.10
N 0.68 0.50 -1.98
C -0.43 1.13 -2.28
C -1.10 1.99 -1.32
N -0.62 2.15 -0.10
C -1.46 3.04 0.53
C -2.46 3.40 -0.32
N -2.22 2.72 -1.49
H -1.61 1.21 -4.04
H 0.09 -0.34 -5.10
H 1.94 -0.81 -3.12
H -1.30 3.35 1.54
H -3.30 4.06 -0.20
H -2.79 2.78 -2.32
*
```

Löwdin atomic charge list, values in e, 8 entries:
1 Pb 1.506
2 O 0.169
3 C -0.477
4 O -0.023
5 C -0.090
6 O -0.228
7 C -0.097
8 C -0.607


Q: Which E values were calculated for the entries above? A: -50074.8122; -22349.6191; -6784.2631; -178816.7809; -10443.4610; -31990.2932, in eV.